11
Properties=species:S:1:pos:R:3:forces:R:3 method="wB97M-V/def2-TZVPD" fmax_ha_per_bohr=0.061 lumo_energy_ha="-0.082 / -0.082" orbital_gap_ev="5.9 / 5.9" de_lowest_kcal_mol=81.05
C -0.75983 0.72098 -0.62659 0.8 1.1 2.8
C 0.42860 0.05511 0.22111 0.4 2.2 -1.1
Si 1.98712 1.24109 0.40830 -0.8 -2.0 0.2
Cl 2.83142 1.80226 -1.24367 0.3 0.7 -1.1
Cl 2.11520 2.61870 1.87074 0.0 -0.4 -0.1
Br 4.71105 -1.17135 -0.27066 -1.1 0.8 0.5
H -1.69196 0.37174 -0.12668 0.5 0.3 -0.8
H -0.69359 1.83176 -0.52463 -0.4 -0.7 0.0
H -0.70001 0.54109 -1.65842 0.0 -0.7 -1.3
H 0.84050 -0.77947 -0.32555 0.1 -0.6 0.4
H 0.04025 -0.11787 1.20543 0.2 -0.6 0.5